Entry from the Open Molecules 2025 dataset: a 2-piece molecular cluster, C9H14 overall (wB97M-V/def2-TZVPD).

Positions of all 23 atoms, in Å:
C  2.117  -2.635  0.164
C  3.622  -2.482  0.207
H  1.630  -1.958  -0.538
H  1.806  -3.624  -0.189
H  1.659  -2.513  1.143
H  3.929  -1.434  0.119
H  4.146  -2.927  -0.639
H  4.039  -2.899  1.119
C  -2.993  0.615  1.390
C  -0.164  2.074  -1.495
C  -0.996  2.959  -0.812
C  -0.207  0.725  -1.197
C  -1.940  2.473  0.068
C  -1.059  0.287  -0.194
C  -1.976  1.122  0.424
H  0.502  2.468  -2.256
H  -0.977  3.987  -1.161
H  0.498  0.032  -1.638
H  -2.729  3.116  0.439
H  -1.071  -0.764  0.072
H  -3.913  0.298  0.887
H  -3.311  1.328  2.153
H  -2.613  -0.248  1.933

SMILES string ... Cc1ccccc1.CC
Molar mass ... 122.2 g mol⁻¹
2S+1 ... 1
Energy above the lowest of the compared OMol25 structures with the same formula, charge and spin ... 6.3 kcal/mol


Entry from the Open Molecules 2025 dataset: C30H40BBr4CdN6O2 as an isolated structure (wB97M-V/def2-TZVPD).

Positions of all 84 atoms, in Å:
Cd  0.011  -0.428  0.696
C  1.967  2.883  4.723
C  2.140  1.790  3.721
C  3.162  0.871  3.632
C  2.872  0.096  2.496
N  1.751  0.532  1.941
N  1.287  1.566  2.703
B  0.002  2.355  2.306
N  0.006  2.671  0.798
N  -0.023  1.705  -0.151
C  -0.016  2.292  -1.336
C  0.025  3.687  -1.160
C  0.028  3.884  0.207
C  0.056  5.172  0.963
C  -0.046  1.483  -2.613
C  1.171  0.553  -2.672
C  -0.014  2.430  -3.813
C  -1.327  0.641  -2.671
N  -1.284  1.563  2.694
N  -1.740  0.529  1.929
C  -2.864  0.090  2.477
C  -3.164  0.864  3.610
C  -2.145  1.786  3.706
C  -1.982  2.879  4.709
C  -3.632  -1.097  1.941
C  -3.235  -1.431  0.504
C  -3.337  -2.308  2.838
C  -5.130  -0.775  1.976
C  3.649  -1.087  1.965
C  3.350  -2.301  2.856
C  3.267  -1.420  0.523
C  5.146  -0.761  2.014
H  2.782  2.841  5.444
H  1.030  2.789  5.269
H  1.976  3.866  4.249
H  4.002  0.783  4.300
H  0.000  3.387  2.914
H  0.041  4.451  -1.917
H  0.072  6.002  0.259
H  0.939  5.241  1.600
H  -0.821  5.278  1.603
H  2.102  1.124  -2.624
H  1.158  -0.016  -3.605
H  1.161  -0.176  -1.861
H  0.894  3.037  -3.816
H  -0.877  3.100  -3.814
H  -0.036  1.850  -4.738
H  -1.367  -0.087  -1.862
H  -1.355  0.075  -3.605
H  -2.214  1.277  -2.621
H  -4.008  0.774  4.272
H  -2.803  2.836  5.424
H  -1.990  3.862  4.235
H  -1.049  2.788  5.262
H  -2.229  -1.839  0.438
H  -3.296  -0.552  -0.142
H  -3.911  -2.194  0.108
H  -2.264  -2.511  2.862
H  -3.853  -3.192  2.456
H  -3.677  -2.126  3.861
H  -5.365  0.063  1.316
H  -5.463  -0.520  2.984
H  -5.701  -1.645  1.644
H  2.278  -2.508  2.870
H  3.681  -2.120  3.883
H  3.873  -3.183  2.477
H  2.263  -1.832  0.447
H  3.949  -2.178  0.132
H  3.330  -0.539  -0.121
H  5.468  -0.506  3.025
H  5.384  0.080  1.358
H  5.722  -1.628  1.685
Br  0.031  -6.923  -2.183
C  0.024  -5.509  -0.922
C  0.018  -5.769  0.434
Br  0.018  -7.552  1.076
C  0.013  -4.700  1.343
Br  0.006  -4.986  3.217
C  0.014  -3.364  0.936
O  0.009  -2.374  1.777
C  0.019  -3.098  -0.486
O  0.019  -1.859  -0.905
C  0.024  -4.176  -1.364
Br  0.032  -3.740  -3.208

Molar mass ... 959.5 g mol⁻¹
2S+1 ... 1
Total charge ... -1


Entry from the Open Molecules 2025 dataset: C3H20ClN6O11 as an isolated structure (wB97M-V/def2-TZVPD).

Positions of all 41 atoms, in Å:
Cl  -0.280  -0.613  0.362
O  -0.787  -0.599  1.729
O  -1.379  -0.518  -0.536
O  0.569  0.578  0.222
O  0.532  -1.765  0.078
O  -2.178  -1.870  -1.838
H  -1.768  -1.416  -1.102
H  -2.023  -1.298  -2.589
O  2.529  1.208  0.032
H  2.569  1.754  -0.753
H  1.693  0.748  -0.038
O  -2.714  0.602  2.319
H  -2.041  -0.057  2.491
H  -3.451  0.342  2.872
O  0.692  -1.023  -2.205
H  1.517  -1.452  -1.979
H  0.526  -0.422  -1.479
C  -1.439  2.973  -0.756
O  -2.528  2.998  -0.174
N  -0.669  3.999  -0.870
N  -0.827  1.795  -1.134
H  0.292  3.963  -1.179
H  -0.927  4.905  -0.506
H  0.107  1.798  -1.519
H  -1.280  0.945  -0.830
C  0.388  -3.896  -2.268
O  0.732  -4.818  -3.000
N  -0.867  -3.565  -2.006
N  1.135  -3.226  -1.471
H  -1.093  -2.908  -1.273
H  -1.607  -3.955  -2.572
H  0.731  -2.585  -0.802
H  2.138  -3.331  -1.522
C  1.824  1.369  2.674
O  2.752  1.225  1.958
N  0.681  0.874  2.429
N  1.926  1.857  3.860
H  0.024  0.967  3.190
H  0.511  0.306  1.611
H  1.112  2.083  4.414
H  2.876  2.026  4.158

Molar mass ... 351.7 g mol⁻¹
2S+1 ... 1
Total charge ... -1
Energy above the lowest of the compared OMol25 structures with the same formula, charge and spin ... 258.2 kcal/mol


The E_HOMO results, record by record, are as follows: -0.332, -0.150, -0.193 Ha.